Formula: C78H158F2N8O14
Source: OMol25
Level of theory: wB97M-V/def2-TZVPD

Positions of all 260 atoms, in Å:
C  6.1583  -3.1509  -2.2058
C  6.1690  -2.3545  -3.5279
C  7.3106  -1.3642  -3.3547
C  6.5985  -3.1925  -4.7501
C  5.4446  -4.0660  -5.2791
C  4.1477  -3.2329  -5.4729
C  3.7351  -2.3341  -4.2892
C  2.7299  -1.2530  -4.6768
C  3.2587  -3.2212  -3.0876
N  4.9253  -1.6329  -3.8503
O  4.6022  -0.7396  -2.6824
H  5.7567  -4.1119  -2.4011
H  7.1217  -3.2095  -1.7978
H  5.4415  -2.5667  -1.5668
H  7.2553  -0.7884  -2.4545
H  8.2559  -1.9101  -3.3100
H  7.3155  -0.5469  -4.1167
H  6.8710  -2.5075  -5.5303
H  7.4679  -3.8472  -4.5190
H  5.6641  -4.4474  -6.3503
H  5.3200  -4.8801  -4.5720
H  3.2994  -3.8114  -5.8258
H  4.4148  -2.6220  -6.3065
H  1.7924  -1.6043  -5.0848
H  3.2055  -0.7022  -5.5223
H  2.4290  -0.6954  -3.7308
H  4.0524  -4.0073  -3.1102
H  2.2078  -3.5572  -3.2363
H  3.2091  -2.7061  -2.1045
H  4.9834  0.0977  -2.9875
C  0.0006  0.8381  -6.8174
C  -0.4964  2.2433  -6.1696
C  0.4992  2.7077  -5.0735
C  -0.5524  3.4032  -7.1503
C  -1.7843  3.3785  -8.1100
C  -3.0590  3.3692  -7.2553
C  -3.1151  2.1181  -6.3176
C  -4.2281  2.2609  -5.3863
C  -3.3803  0.7672  -7.0849
N  -1.8521  2.1337  -5.5243
O  -1.7309  1.0462  -4.5856
H  1.0663  0.8343  -7.0657
H  -0.2063  0.0722  -6.1161
H  -0.4999  0.6619  -7.7905
H  1.4030  2.9592  -5.5865
H  0.1067  3.4758  -4.4438
H  0.7715  1.9051  -4.4212
H  -0.6226  4.3494  -6.6403
H  0.3835  3.4959  -7.7054
H  -1.7365  4.3220  -8.6493
H  -1.8957  2.5164  -8.7803
H  -3.9439  3.4653  -7.9091
H  -3.0498  4.2100  -6.5896
H  -4.1410  3.1689  -4.8517
H  -4.2837  1.4156  -4.7323
H  -5.1487  2.2308  -6.0061
H  -3.3863  -0.1552  -6.5687
H  -2.7690  0.6737  -7.9525
H  -4.3378  0.9424  -7.5915
H  -1.7082  1.5001  -3.7119
C  1.6426  4.1795  3.0918
C  2.5640  4.9408  4.1052
C  2.1234  6.3874  4.2010
C  2.4568  4.2790  5.4877
C  3.6055  4.7077  6.4326
C  4.8878  4.3088  5.7182
C  5.0917  5.0012  4.3855
C  5.4744  6.4669  4.6489
C  6.2087  4.3529  3.5670
N  3.9169  4.7038  3.5715
O  4.0563  5.3526  2.2863
H  1.3723  4.7139  2.1952
H  2.2481  3.2799  2.7361
H  0.7488  3.8301  3.5699
H  2.4662  6.8678  5.1058
H  2.3924  6.9039  3.2678
H  1.0374  6.3092  4.3751
H  1.4930  4.4529  5.9212
H  2.5400  3.1855  5.4181
H  3.4006  5.7083  6.7383
H  3.4857  4.0215  7.3008
H  4.8760  3.2189  5.6320
H  5.7533  4.5340  6.3615
H  4.7287  7.0126  5.1561
H  5.7177  6.9180  3.6960
H  6.3822  6.4740  5.2362
H  6.1644  4.6087  2.5506
H  6.1349  3.3191  3.6525
H  7.1545  4.6550  3.9723
H  3.8865  6.2960  2.4415
C  -4.2895  0.4631  -1.3810
C  -5.0497  -0.8162  -1.6554
C  -6.3606  -0.5369  -2.2959
C  -4.1988  -1.6684  -2.5542
C  -4.7844  -3.1139  -2.5803
C  -4.7637  -3.7554  -1.2066
C  -5.5876  -2.9261  -0.2386
C  -7.0986  -3.1167  -0.5116
C  -5.3518  -3.5378  1.1006
N  -5.1534  -1.4802  -0.2836
O  -5.9600  -0.7618  0.5468
H  -4.2996  1.1408  -2.1900
H  -4.7439  1.1054  -0.5695
H  -3.1755  0.3408  -1.2033
H  -6.8627  -1.4811  -2.6037
H  -6.9819  0.0531  -1.5855
H  -6.2208  0.0200  -3.1688
H  -4.0022  -1.1561  -3.5027
H  -3.2397  -1.7120  -2.0676
H  -5.8192  -3.2555  -2.8881
H  -4.1590  -3.6788  -3.2376
H  -3.6963  -3.9463  -0.8366
H  -5.0687  -4.7802  -1.2825
H  -7.3365  -4.0128  0.0283
H  -7.3113  -3.3296  -1.5646
H  -7.6702  -2.3246  -0.1928
H  -5.6122  -4.5667  1.1614
H  -5.8882  -2.9500  1.8777
H  -4.3099  -3.5443  1.3312
H  -5.3250  -0.4254  1.1893
C  -0.9248  -7.1283  -1.9930
C  0.0183  -5.9015  -2.3148
C  0.5492  -5.3488  -0.9870
C  1.1822  -6.4278  -3.1770
C  0.7876  -6.5091  -4.6347
C  0.2006  -5.1929  -5.1729
C  -1.0316  -4.8556  -4.3885
C  -1.5109  -3.3871  -4.6964
C  -2.2414  -5.8279  -4.7290
N  -0.6551  -4.8345  -2.9656
O  -1.6949  -4.4176  -2.0943
H  -1.9399  -6.8543  -1.5795
H  -1.1934  -7.6337  -2.9256
H  -0.5954  -7.8938  -1.3025
H  1.2242  -6.0256  -0.5075
H  1.0370  -4.3899  -1.2416
H  -0.2948  -5.1450  -0.3712
H  2.0824  -5.8001  -3.0527
H  1.5282  -7.4500  -2.8673
H  1.7200  -6.7435  -5.2715
H  0.1524  -7.3659  -4.7334
H  -0.1219  -5.2858  -6.1988
H  0.9294  -4.4133  -5.1836
H  -2.2597  -2.9898  -3.9911
H  -1.7788  -3.2831  -5.7693
H  -0.5939  -2.8048  -4.6170
H  -2.3666  -5.9967  -5.8411
H  -3.1125  -5.3865  -4.3286
H  -2.1399  -6.8264  -4.3545
H  -2.2981  -5.1705  -1.9208
C  -4.9106  2.7201  2.2935
C  -3.3961  2.7855  2.5139
C  -2.8910  1.3162  2.3841
C  -2.6947  3.6549  1.4945
C  -3.0309  5.1528  1.7134
C  -2.5902  5.6348  3.0777
C  -3.1479  4.6863  4.3037
C  -2.2706  4.8498  5.5270
C  -4.5377  5.2086  4.6435
N  -2.9107  3.2516  3.9245
O  -3.6717  2.4062  4.8294
H  -5.3588  2.2629  3.1696
H  -5.3905  3.7426  2.2213
H  -5.2177  2.2258  1.3691
H  -1.7784  1.3308  2.4359
H  -3.2698  0.8198  3.2454
H  -3.1262  0.8008  1.4329
H  -1.6152  3.5336  1.4671
H  -3.0454  3.3189  0.4985
H  -2.6055  5.7646  0.9091
H  -4.1391  5.3050  1.6577
H  -2.8260  6.6420  3.3075
H  -1.3999  5.5847  3.1274
H  -2.7005  4.4393  6.4616
H  -2.2586  5.8722  5.7612
H  -1.1934  4.6218  5.3595
H  -4.5669  6.3085  4.7806
H  -4.9642  4.8178  5.5819
H  -5.2401  4.9956  3.8899
H  -2.9781  2.1652  5.5273
C  0.4343  0.0720  7.0948
C  -0.6700  0.5871  6.1520
C  0.0231  1.4650  5.1082
C  -1.3577  -0.6237  5.5438
C  -2.2335  -1.2868  6.5696
C  -3.1956  -0.3789  7.3162
C  -2.5276  0.8691  7.9500
C  -3.6152  1.8669  8.2888
C  -1.6836  0.5842  9.2179
N  -1.6685  1.4460  6.8397
O  -0.9215  2.5379  7.3719
H  0.2283  -0.9419  7.4107
H  1.3686  -0.0353  6.5009
H  0.6341  0.6912  7.8763
H  -0.7052  1.8135  4.3740
H  0.5359  2.2013  5.6217
H  0.8105  0.8644  4.6533
H  -1.9070  -0.2063  4.7310
H  -0.4902  -1.2280  5.1884
H  -2.9083  -2.0095  6.0684
H  -1.6454  -1.8910  7.2698
H  -3.7963  -0.8801  8.0919
H  -3.8912  0.1135  6.6088
H  -4.0908  2.1880  7.3126
H  -3.3042  2.7696  8.7484
H  -4.4070  1.3649  8.8189
H  -1.3948  1.5086  9.7543
H  -0.8120  -0.0407  9.0060
H  -2.3429  0.1390  9.9422
H  -1.0233  3.2505  6.7494
C  0.0637  -0.1592  -2.2290
C  0.2463  -0.1119  -0.6569
C  -0.1345  1.2598  0.0484
C  -0.6721  -1.2051  -0.0970
C  -0.3507  -1.3871  1.3581
C  1.0809  -1.8680  1.5517
C  2.0963  -0.9286  0.9099
C  2.5944  0.2121  1.8510
C  3.2881  -1.8334  0.7632
N  1.6663  -0.5485  -0.4252
O  2.5877  0.3576  -1.0080
H  0.3698  0.7655  -2.7507
H  0.6261  -0.9842  -2.6132
H  -0.9993  -0.1559  -2.4681
H  -0.1834  1.1166  1.1075
H  0.6606  2.0145  -0.2094
H  -1.0886  1.6116  -0.2628
H  -1.6658  -0.8154  -0.2032
H  -0.4584  -2.1787  -0.6080
H  -0.5403  -0.4752  2.0025
H  -1.1029  -2.0674  1.7770
H  1.2202  -2.7955  1.0350
H  1.4745  -2.0704  2.5270
H  3.0626  -0.2038  2.7282
H  1.7415  0.8809  2.1595
H  3.2909  0.7831  1.2098
H  4.1854  -1.2994  0.4298
H  3.1208  -2.6271  0.0197
H  3.5758  -2.3265  1.6966
H  3.1179  -0.1615  -1.6076
O  5.4237  1.9697  -3.0337
C  4.6963  2.5709  -2.2718
O  4.9766  2.7633  -0.9680
C  3.9232  3.4040  -0.2705
C  2.9138  3.7505  -1.4267
F  2.8747  5.0856  -1.7054
O  3.4517  3.0991  -2.5732
H  3.5818  2.7002  0.4621
H  4.3002  4.2658  0.2479
H  1.9040  3.3619  -1.2325
O  3.8299  -8.9704  -0.0650
C  3.8724  -7.8420  0.2791
O  3.6698  -7.3980  1.5281
C  3.7091  -6.0219  1.5683
C  4.1877  -5.6120  0.1134
F  5.5714  -5.3905  0.2205
O  3.9885  -6.8376  -0.5684
H  2.6684  -5.6931  1.7597
H  4.3773  -5.5403  2.2963
H  3.6955  -4.7839  -0.4386

Atoms 1-6, force components in eV/Å:
-2.43 1.47 -0.71
1.14 -0.03 0.19
0.10 1.42 -0.69
-1.09 -0.88 -0.08
-0.22 0.07 -1.22
0.68 0.07 0.56

For the total energy, the calculation gives -129458.415 eV. Its HOMO-LUMO gap is 8.78 eV. Its strongest force on any atom is 0.0829 Eh/bohr. The calculation puts the HOMO energy at -0.3089 hartree. The calculation puts the LUMO energy at 0.014 Eh. As for the SMILES: CC1(C)CCCC(C)(C)N1O.CC1(C)CCCC(C)(C)N1O.CC1(C)CCCC(C)(C)N1O.CC1(C)CCCC(C)(C)N1O.CC1(C)CCCC(C)(C)N1O.CC1(C)CCCC(C)(C)N1O.CC1(C)CCCC(C)(C)N1O.CC1(C)CCCC(C)(C)N1O.O=C1OC[C@@H](F)O1.O=C1OC[C@@H](F)O1.